Density functional theory data (ωB97M-V/def2-TZVPD) for an isolated molecule of C4H4O4.

Last column: natural (NBO) charge in e.
Cartesian coordinates (Å):
O 1.48614 -0.51062 -1.59971  -0.498
O -0.37466 -0.80105 1.22702  -0.663
O -2.04196 -0.43531 -0.94596  -0.520
O 0.73550 2.29364 0.39213  -0.478
C 0.03186 -0.17663 0.16792  -0.047
C -0.91150 0.09738 -0.92120  0.399
C 1.32132 -0.98563 -0.48845  0.429
C 0.20247 1.29489 0.78206  0.446
H -0.52065 1.07067 1.88190  0.116
H 1.92459 -1.71362 -0.04571  0.162
H -1.16662 -1.12278 1.11750  0.484
H -0.68649 0.98906 -1.56750  0.171

Its lowest unoccupied orbital energy is -0.44 eV. As for the SMILES: O=CC(O)(C=O)C=O. As for the energy above the lowest of the compared OMol25 structures with the same formula, charge and spin: 104.9 kcal per mole. The value obtained for the gap between HOMO and LUMO is 9.69 eV.